[1]
A molecular structure, C3H4O3Ru at a distorted geometry, computed with the ωB97M-V functional and the def2-TZVPD basis.

Geometry as ORCA input:
```
! wB97M-V def2-TZVPD RIJCOSX def2/J DEFGRID3
* xyz 0 7
O -0.863 -1.024 0.318
C -0.374 -0.138 1.146
C -0.841 0.151 2.381
H 0.389 0.560 0.714
H -1.589 -0.482 2.864
H -0.570 1.100 2.846
O 1.493 -0.829 -1.804
C 1.122 0.322 -2.158
O -0.098 0.602 -2.303
Ru -0.554 -1.321 -1.525
H 1.886 1.058 -2.478
*
```

Summary:
- HOMO level (spin up / spin down) (eV) = -6.64 / -9.21
- orbital gap (spin up / spin down) (eV) = 7.571 / 7.024
- strongest force on any atom (hartree/bohr) = 0.06454
- LUMO (spin up / spin down) (eV) = 0.93 / -2.18
- energy relative to the best compared isomer or geometry (same formula, charge and spin) (eV) = 0.0000


[2]
A molecular structure, C3H4O3Y at a distorted geometry, computed with the ωB97M-V functional and the def2-TZVPD basis.

Geometry as ORCA input:
```
! wB97M-V def2-TZVPD RIJCOSX def2/J DEFGRID3
* xyz 1 1
C -1.162 0.510 -0.496
O 0.894 -0.807 -1.113
C 1.971 -0.821 -0.079
C 0.022 0.185 -1.119
O 1.649 -0.143 0.906
O 3.029 -1.199 -0.544
H -1.395 1.578 -0.416
H -1.695 -0.373 -1.101
H 0.547 1.129 -1.321
H -2.178 0.082 3.534
Y -1.681 -0.140 1.750
*
```

Summary:
- HOMO level (eV) = -13.23
- orbital gap (eV) = 5.986
- strongest force on any atom (hartree/bohr) = 0.12689
- LUMO (eV) = -7.25
- energy relative to the best compared isomer or geometry (same formula, charge and spin) (eV) = 6.3745


[3]
A single C3H4O4 molecule at a distorted geometry, computed with the ωB97M-V functional and the def2-TZVPD basis.

Geometry as ORCA input:
```
! wB97M-V def2-TZVPD RIJCOSX def2/J DEFGRID3
* xyz 0 1
C 1.194 0.047 0.046
C -0.280 -0.672 -0.289
C -1.365 0.401 0.009
O 2.663 -0.359 0.250
O -0.472 -1.774 -0.641
O -2.486 0.037 -0.599
O -1.119 1.314 0.744
H 1.338 0.665 -0.899
H 0.943 0.816 0.899
H -3.236 0.653 -0.454
H 2.820 -1.128 0.933
*
```

Summary:
- HOMO level (eV) = -9.70
- SMILES = O=C(O)C(=O)CO
- orbital gap (eV) = 9.615
- strongest force on any atom (hartree/bohr) = 0.08261
- LUMO (eV) = -0.09
- energy relative to the best compared isomer or geometry (same formula, charge and spin) (eV) = 2.2768


[4]
2 unconnected molecules or ions with the total composition C3H4O4 at a distorted geometry, computed with the ωB97M-V functional and the def2-TZVPD basis.

Geometry as ORCA input:
```
! wB97M-V def2-TZVPD RIJCOSX def2/J DEFGRID3
* xyz 0 1
C -1.344 0.870 -0.340
C -0.831 -0.275 0.524
C 2.870 0.002 -0.039
O -0.090 0.227 -0.572
O -1.046 -1.638 0.529
O 3.010 0.900 0.658
O 2.820 -0.907 -0.735
H -1.963 0.593 -1.204
H -1.387 1.850 0.067
H -0.592 0.141 1.423
H -1.447 -1.764 -0.311
*
```

Summary:
- HOMO level (eV) = -10.21
- SMILES = O[C@@H]1CO1.O=C=O
- orbital gap (eV) = 10.953
- strongest force on any atom (hartree/bohr) = 0.06997
- LUMO (eV) = 0.74
- energy relative to the best compared isomer or geometry (same formula, charge and spin) (eV) = 1.4453


[5]
A single C3H4O4S molecule at a distorted geometry, computed with the ωB97M-V functional and the def2-TZVPD basis.

Geometry as ORCA input:
```
! wB97M-V def2-TZVPD RIJCOSX def2/J DEFGRID3
* xyz 0 1
C 2.378 0.880 -0.688
C 1.672 0.196 -0.013
C -1.311 0.803 -0.086
O -1.096 -1.567 1.657
O 0.186 -2.562 -0.081
O 0.887 -0.365 0.924
O -1.104 -0.540 -0.606
S -0.301 -1.380 0.510
H 2.895 1.230 -1.520
H -0.987 1.408 -0.983
H -0.748 0.965 0.732
H -2.471 0.931 0.154
*
```

Summary:
- HOMO level (eV) = -10.95
- SMILES = C#COS(=O)(=O)OC
- orbital gap (eV) = 11.591
- strongest force on any atom (hartree/bohr) = 0.12091
- LUMO (eV) = 0.64
- energy relative to the best compared isomer or geometry (same formula, charge and spin) (eV) = 4.3923


[6]
A single C3H4OS molecule at a distorted geometry, computed with the ωB97M-V functional and the def2-TZVPD basis.

Geometry as ORCA input:
```
! wB97M-V def2-TZVPD RIJCOSX def2/J DEFGRID3
* xyz 0 1
C -0.012 0.456 -1.651
C -0.515 -0.244 -0.650
C 0.130 0.005 0.832
O 0.648 -0.528 3.236
S -0.288 -0.903 2.169
H -0.386 0.219 -2.629
H 0.827 1.237 -1.564
H -1.220 -0.948 -0.800
H 0.815 0.706 1.057
*
```

Summary:
- HOMO level (eV) = -9.01
- orbital gap (eV) = 8.536
- strongest force on any atom (hartree/bohr) = 0.14055
- LUMO (eV) = -0.47
- energy relative to the best compared isomer or geometry (same formula, charge and spin) (eV) = 2.4018


[7]
A single C3H4OS molecule at a distorted geometry, computed with the ωB97M-V functional and the def2-TZVPD basis.

Geometry as ORCA input:
```
! wB97M-V def2-TZVPD RIJCOSX def2/J DEFGRID3
* xyz 0 1
C 1.220 -0.538 -0.158
C 0.197 0.530 -0.106
C -1.135 0.098 0.490
H 2.144 -0.227 -0.862
H 0.432 1.497 0.247
H -0.224 0.694 -1.185
H -1.377 0.467 1.470
O 1.095 -1.647 0.250
S -2.352 -0.872 -0.147
*
```

Summary:
- HOMO level (eV) = -8.94
- SMILES = O=CCC=S
- orbital gap (eV) = 8.326
- strongest force on any atom (hartree/bohr) = 0.09056
- LUMO (eV) = -0.62
- energy relative to the best compared isomer or geometry (same formula, charge and spin) (eV) = 1.5497


[8]
A single C3H4OS molecule at a distorted geometry, computed with the ωB97M-V functional and the def2-TZVPD basis.

Geometry as ORCA input:
```
! wB97M-V def2-TZVPD RIJCOSX def2/J DEFGRID3
* xyz 0 1
C -0.046 1.364 -0.172
C -0.578 -0.057 -0.064
C 0.465 -1.081 0.138
O 1.108 1.646 -0.290
S -2.200 -0.245 -0.133
H -0.954 2.064 -0.159
H 0.458 -1.889 -0.581
H 0.452 -1.409 1.148
H 1.295 -0.392 0.113
*
```

Summary:
- HOMO level (eV) = -9.32
- SMILES = CC(=S)C=O
- orbital gap (eV) = 7.919
- strongest force on any atom (hartree/bohr) = 0.04073
- LUMO (eV) = -1.41
- energy relative to the best compared isomer or geometry (same formula, charge and spin) (eV) = 0.9872


[9]
A molecular structure, C3H4OS at a distorted geometry, computed with the ωB97M-V functional and the def2-TZVPD basis.

Geometry as ORCA input:
```
! wB97M-V def2-TZVPD RIJCOSX def2/J DEFGRID3
* xyz 0 3
C -0.321 -0.825 -1.016
C -0.553 0.477 -0.505
C 0.311 0.425 0.779
O -1.167 1.477 -0.744
S 1.088 -0.815 -1.668
H -0.636 -1.707 -0.418
H 0.986 -0.479 0.820
H -0.406 0.155 1.632
H 0.699 1.290 1.119
*
```

Summary:
- HOMO level (spin up / spin down) (eV) = -7.56 / -10.03
- orbital gap (spin up / spin down) (eV) = 8.151 / 7.273
- strongest force on any atom (hartree/bohr) = 0.11652
- LUMO (spin up / spin down) (eV) = 0.59 / -2.75
- energy relative to the best compared isomer or geometry (same formula, charge and spin) (eV) = 1.3838


[10]
A single C3H4OS2 molecule at a distorted geometry, computed with the ωB97M-V functional and the def2-TZVPD basis.

Geometry as ORCA input:
```
! wB97M-V def2-TZVPD RIJCOSX def2/J DEFGRID3
* xyz 0 1
C 1.312 -0.712 -0.029
C 0.088 -0.636 0.816
C -1.954 0.748 -0.325
H 1.538 -1.690 -0.393
H -0.051 0.370 1.164
H 0.167 -1.361 1.648
H -2.763 0.853 -1.019
O -1.468 1.669 0.332
S 2.384 0.476 -0.198
S -1.374 -0.971 -0.228
*
```

Summary:
- HOMO level (eV) = -8.91
- SMILES = O=CSCC=S
- orbital gap (eV) = 8.455
- strongest force on any atom (hartree/bohr) = 0.06247
- LUMO (eV) = -0.46
- energy relative to the best compared isomer or geometry (same formula, charge and spin) (eV) = 1.3023


[11]
A single C3H4OS2 molecule at a distorted geometry, computed with the ωB97M-V functional and the def2-TZVPD basis.

Geometry as ORCA input:
```
! wB97M-V def2-TZVPD RIJCOSX def2/J DEFGRID3
* xyz 0 1
C -0.087 0.501 0.069
C 1.410 -0.200 0.333
C -1.032 -0.641 0.221
H -0.292 0.938 -1.784
H -0.245 1.177 1.028
H 1.687 -0.199 1.311
H -1.056 -0.884 1.322
O -0.097 1.372 -1.048
S 2.088 -1.093 -0.798
S -2.375 -0.969 -0.654
*
```

Summary:
- HOMO level (eV) = -9.02
- SMILES = OC(C=S)C=S
- orbital gap (eV) = 7.979
- strongest force on any atom (hartree/bohr) = 0.12528
- LUMO (eV) = -1.04
- energy relative to the best compared isomer or geometry (same formula, charge and spin) (eV) = 3.0696


[12]
A single C3H4OSi molecule at a distorted geometry, computed with the ωB97M-V functional and the def2-TZVPD basis.

Geometry as ORCA input:
```
! wB97M-V def2-TZVPD RIJCOSX def2/J DEFGRID3
* xyz 0 3
C -2.173 -0.627 0.695
C -1.355 0.288 0.083
C -3.182 -0.041 0.014
O -4.166 0.428 -0.450
Si 0.517 0.544 -0.095
H -2.237 -1.494 1.427
H 0.909 -0.733 -0.731
H 0.605 1.829 -0.718
H 1.193 0.667 1.339
*
```

Summary:
- HOMO level (spin up / spin down) (eV) = -6.59 / -10.57
- orbital gap (spin up / spin down) (eV) = 7.482 / 8.890
- strongest force on any atom (hartree/bohr) = 0.08079
- LUMO (spin up / spin down) (eV) = 0.90 / -1.68
- energy relative to the best compared isomer or geometry (same formula, charge and spin) (eV) = 0.6135


[13]
A molecular structure, C3H4OTm at a distorted geometry, computed with the ωB97M-V functional and the def2-TZVPD basis.

Geometry as ORCA input:
```
! wB97M-V def2-TZVPD RIJCOSX def2/J DEFGRID3
* xyz 3 3
C 1.254 -0.175 0.826
C -0.107 -0.194 0.985
C -0.575 0.434 -0.215
O -0.710 -0.053 -1.345
Tm -1.345 0.522 -3.525
H 1.852 -1.055 1.064
H 1.800 0.679 0.420
H -0.649 -1.021 1.444
H -1.521 0.862 0.346
*
```

Summary:
- HOMO level (spin up / spin down) (eV) = -23.75 / -22.75
- orbital gap (spin up / spin down) (eV) = 8.520 / 6.055
- strongest force on any atom (hartree/bohr) = 0.13602
- LUMO (spin up / spin down) (eV) = -15.23 / -16.70


[14]
A single C3H4P2 molecule at a distorted geometry, computed with the ωB97M-V functional and the def2-TZVPD basis.

Geometry as ORCA input:
```
! wB97M-V def2-TZVPD RIJCOSX def2/J DEFGRID3
* xyz 0 1
C 0.864 -0.397 0.142
C -0.541 -0.607 0.099
C -0.414 0.913 0.133
P 2.481 -0.675 0.018
P -1.616 -1.974 0.050
H -0.256 1.667 0.883
H -0.396 1.555 -0.788
H 2.805 0.706 -0.248
H -2.927 -1.189 -0.290
*
```

Summary:
- HOMO level (spin up / spin down) (eV) = -8.51 / -8.51
- SMILES = [H]/P=C1\C\C1=P/[H]
- orbital gap (spin up / spin down) (eV) = 7.098 / 7.098
- strongest force on any atom (hartree/bohr) = 0.07476
- LUMO (spin up / spin down) (eV) = -1.42 / -1.42
- energy relative to the best compared isomer or geometry (same formula, charge and spin) (eV) = 3.2369


[15]
A single C3H4S molecule at a distorted geometry, computed with the ωB97M-V functional and the def2-TZVPD basis.

Geometry as ORCA input:
```
! wB97M-V def2-TZVPD RIJCOSX def2/J DEFGRID3
* xyz 0 1
C -1.603 -0.465 -1.277
C -0.923 -0.282 -0.285
C 0.147 0.200 0.706
S 1.392 1.466 0.167
H -2.206 -0.720 -2.107
H 0.582 -0.795 1.172
H -0.401 0.581 1.526
H 2.407 0.637 -0.211
*
```

Summary:
- HOMO level (eV) = -9.54
- SMILES = C#CCS
- orbital gap (eV) = 10.404
- strongest force on any atom (hartree/bohr) = 0.06549
- LUMO (eV) = 0.86
- energy relative to the best compared isomer or geometry (same formula, charge and spin) (eV) = 1.1366


[16]
A molecular structure, C3H4S at a distorted geometry, computed with the ωB97M-V functional and the def2-TZVPD basis.

Geometry as ORCA input:
```
! wB97M-V def2-TZVPD RIJCOSX def2/J DEFGRID3
* xyz 0 3
C -1.431 0.408 -0.213
C -0.239 0.148 0.187
C 1.111 -0.312 -0.058
S -1.145 0.766 1.584
H -2.500 0.390 -1.031
H 1.563 0.573 -0.571
H 1.138 -1.149 -0.736
H 1.504 -0.824 0.839
*
```

Summary:
- HOMO level (spin up / spin down) (eV) = -4.62 / -10.76
- orbital gap (spin up / spin down) (eV) = 5.588 / 9.413
- strongest force on any atom (hartree/bohr) = 0.15402
- LUMO (spin up / spin down) (eV) = 0.96 / -1.35
- energy relative to the best compared isomer or geometry (same formula, charge and spin) (eV) = 1.9285


[17]
A single C3H4S2 molecule at a distorted geometry, computed with the ωB97M-V functional and the def2-TZVPD basis.

Geometry as ORCA input:
```
! wB97M-V def2-TZVPD RIJCOSX def2/J DEFGRID3
* xyz 0 1
C -0.819 0.250 1.089
C -0.144 -0.502 0.138
C 0.647 0.143 -0.909
S -1.068 1.858 0.960
S -0.294 -2.190 0.239
H -1.206 -0.284 1.882
H 1.030 -0.708 -1.475
H 1.542 0.560 -0.403
H 0.312 0.872 -1.521
*
```

Summary:
- HOMO level (eV) = -9.25
- SMILES = CC(=S)C=S
- orbital gap (eV) = 7.005
- strongest force on any atom (hartree/bohr) = 0.09143
- LUMO (eV) = -2.25
- energy relative to the best compared isomer or geometry (same formula, charge and spin) (eV) = 1.1695


[18]
A molecular structure, C3H4S2 at a distorted geometry, computed with the ωB97M-V functional and the def2-TZVPD basis.

Geometry as ORCA input:
```
! wB97M-V def2-TZVPD RIJCOSX def2/J DEFGRID3
* xyz 0 1
C 0.466 -0.157 -0.070
C -0.532 0.754 -0.702
C -0.052 -0.265 1.237
H -0.435 1.923 -0.387
H -0.742 0.488 -1.731
H 0.238 0.800 2.134
H -0.138 -1.302 1.644
S 1.782 -0.703 -0.779
S -1.671 0.459 0.501
*
```

Summary:
- HOMO level (eV) = -8.67
- orbital gap (eV) = 7.800
- strongest force on any atom (hartree/bohr) = 0.11506
- LUMO (eV) = -0.87
- energy relative to the best compared isomer or geometry (same formula, charge and spin) (eV) = 2.9892


[19]
A molecular structure, C3H4S2 at a distorted geometry, computed with the ωB97M-V functional and the def2-TZVPD basis.

Geometry as ORCA input:
```
! wB97M-V def2-TZVPD RIJCOSX def2/J DEFGRID3
* xyz 0 1
C -1.181 -0.221 0.467
C 0.069 -0.123 -0.341
C 1.273 0.632 -0.025
H -0.995 -0.102 1.787
H 0.626 -1.163 -0.658
H -0.510 0.294 -1.162
H 1.076 1.708 0.184
S -2.847 0.006 -0.079
S 2.775 -0.160 0.032
*
```

Summary:
- HOMO level (eV) = -9.22
- orbital gap (eV) = 7.716
- strongest force on any atom (hartree/bohr) = 0.11003
- LUMO (eV) = -1.50
- energy relative to the best compared isomer or geometry (same formula, charge and spin) (eV) = 3.1969


[20]
A molecular structure, C3H4S4 at a distorted geometry, computed with the ωB97M-V functional and the def2-TZVPD basis.

Geometry as ORCA input:
```
! wB97M-V def2-TZVPD RIJCOSX def2/J DEFGRID3
* xyz 0 1
C 1.095 -0.057 0.181
C 0.140 0.596 -0.459
C -0.924 -1.771 -0.051
S 0.813 -1.865 0.161
S -1.117 -0.425 -1.261
S 2.142 0.706 1.263
S -0.117 2.289 -0.849
H -1.460 -2.686 -0.329
H -1.291 -1.333 0.905
H 1.979 2.006 0.888
H -1.261 2.540 -0.447
*
```

Summary:
- HOMO level (eV) = -8.00
- orbital gap (eV) = 8.525
- strongest force on any atom (hartree/bohr) = 0.08811
- LUMO (eV) = 0.52
- energy relative to the best compared isomer or geometry (same formula, charge and spin) (eV) = 0.6714